42
Properties=species:S:1:pos:R:3:forces:R:3:nbo_charge:R:1 method="wB97M-V/def2-TZVPD" multiplicity=1 smiles="O=C1NC(=S)NC(=O)C1=Cc1ccc(OCC(=O)N2CCCC2)cc1" e_homo_ev=-8.68 de_lowest_kj_mol=88.0 gap_ev=7.6
O 5.39016 -1.08610 -0.59255 0.096 -0.015 -0.024 -0.589
C 4.84873 -1.21710 0.48359 0.128 0.022 -0.209 0.678
N 5.60577 -1.62640 1.56873 0.097 0.010 -0.139 -0.619
C 5.15693 -1.82065 2.83511 0.265 -0.118 0.270 0.271
S 6.14331 -2.30647 4.05147 0.139 -0.069 0.170 -0.161
N 3.83363 -1.58557 3.02713 -0.186 0.019 0.088 -0.619
C 2.89502 -1.17293 2.08722 -0.087 -0.005 0.095 0.679
O 1.75382 -1.02442 2.47242 -0.084 0.024 -0.021 -0.594
C 3.41181 -0.96770 0.73453 -0.270 0.188 -0.572 -0.346
C 2.73680 -0.55839 -0.38841 0.570 -0.223 0.441 0.043
C 1.40339 -0.18717 -0.73131 -0.602 0.134 -0.030 -0.195
C 0.29798 -0.16002 0.13200 0.156 -0.028 -0.027 -0.122
C -0.94992 0.22004 -0.31042 -0.388 0.120 -0.149 -0.285
C -1.15011 0.59246 -1.64182 0.461 -0.128 0.126 0.361
C -0.05497 0.56889 -2.52015 -0.335 0.083 -0.042 -0.277
C 1.18228 0.18970 -2.07587 -0.009 -0.058 0.255 -0.107
H 2.01153 0.17859 -2.76781 0.090 -0.003 -0.070 0.217
H -0.22478 0.85746 -3.54505 0.007 0.030 -0.127 0.236
O -2.31858 0.98143 -2.17542 0.027 0.030 -0.140 -0.454
C -3.46659 1.03484 -1.36662 -0.111 0.028 -0.010 -0.164
H -3.32532 1.73671 -0.53245 -0.014 -0.126 -0.049 0.196
C -4.63317 1.51359 -2.24364 0.288 -0.156 0.278 0.669
O -4.51771 1.73986 -3.42662 0.137 0.019 -0.292 -0.597
N -5.79790 1.65583 -1.58377 -0.316 0.088 -0.048 -0.436
C -6.04328 1.46257 -0.16841 0.215 -0.097 0.487 -0.217
C -7.55387 1.65527 -0.02401 0.070 0.086 -0.013 -0.405
H -7.82714 2.02953 0.95995 -0.004 -0.067 0.050 0.221
C -7.88349 2.63470 -1.14873 0.082 -0.167 -0.023 -0.410
H -8.93471 2.61969 -1.42517 -0.033 0.057 -0.017 0.222
C -6.98000 2.15056 -2.27591 -0.124 0.155 -0.372 -0.213
H -6.69098 2.93070 -2.98158 -0.073 -0.091 0.015 0.228
H -7.44570 1.33441 -2.83907 -0.009 0.098 -0.039 0.194
H -7.61110 3.64900 -0.85574 -0.009 0.051 -0.009 0.205
H -8.06800 0.70904 -0.19368 -0.016 -0.039 0.025 0.206
H -5.72378 0.46957 0.15918 -0.006 0.062 0.057 0.201
H -5.49863 2.21231 0.41946 -0.042 -0.081 0.046 0.188
H -3.70332 0.04137 -0.95943 0.039 0.136 0.008 0.197
H -1.76800 0.22389 0.39313 -0.078 0.009 0.035 0.214
H 0.42512 -0.44171 1.16295 0.022 -0.003 -0.006 0.263
H 3.41119 -0.50272 -1.24201 -0.003 -0.023 0.102 0.239
H 3.47639 -1.72674 3.96626 0.120 0.020 -0.199 0.440
H 6.59043 -1.79512 1.39337 -0.209 0.027 0.080 0.441